Computed, not measured: C10H13NO3 in the gas phase, with ωB97M-V/def2-TZVPD.

Computed properties:
SMILES string: C[C@H](CC(=O)O)Nc1ccccc1O
Total charge: 0
ΔE to the lowest compared entry with this formula, charge and spin: 8.194 eV

XYZ file:
```
27
Properties=species:S:1:pos:R:3:forces:R:3:lowdin_charge:R:1
H 1.3837 1.2604 -1.9463 3.2 2.0 -0.2 0.107
C 0.1836 0.0887 -1.1528 -9.8 -8.8 8.1 -0.266
C 1.0648 -1.8044 2.3459 7.8 7.4 5.0 -0.666
H -0.0791 2.3575 0.3909 0.3 0.5 0.5 0.066
H 1.7687 0.2010 -0.0910 -1.2 -0.9 0.6 0.174
O 0.0217 -2.2862 2.0952 -11.5 -4.7 -3.5 0.180
C 0.4213 1.9828 1.3034 4.0 -3.1 -7.0 -0.007
C -0.3371 1.0841 -3.1116 -1.0 -1.1 -7.8 -0.078
C -1.9658 -0.4898 -2.3089 6.5 3.8 -1.2 -0.074
H 0.5716 0.0390 3.4622 -0.9 0.3 0.9 0.098
H 0.1842 1.4716 -4.1462 -1.4 -0.1 2.9 0.154
C -1.2570 -0.5685 -1.2088 2.3 -2.4 3.4 -0.024
C 0.2352 0.3682 1.1686 5.5 4.1 5.5 -0.311
H -2.8381 -0.7747 -2.4209 -8.2 -3.6 -0.6 0.034
N 0.7849 -0.1880 0.0272 5.4 -0.1 -0.4 0.020
C 1.0910 -0.1376 2.5639 -6.7 -4.9 -5.5 0.071
H 0.0823 2.4242 2.0922 -2.3 2.3 4.9 -0.021
O -1.8630 -1.5983 -0.1455 5.3 2.7 -0.3 -0.090
O 1.9397 -2.4028 2.8615 3.5 -2.0 0.7 0.114
C -1.4796 0.2831 -3.3940 -0.3 2.6 0.7 -0.048
H -0.9997 -1.7655 0.4878 -3.2 0.4 -2.2 0.103
H -0.1535 -3.2527 2.2875 1.0 1.3 -0.2 0.210
C 0.4811 0.8310 -2.0600 1.7 5.0 -6.2 -0.144
H 1.6530 2.3458 1.2015 -3.5 -1.5 0.2 0.160
H -0.6472 -0.0603 1.3331 -4.2 -0.6 0.6 0.071
H 2.0155 0.1372 2.6037 5.6 1.8 0.0 0.031
H -2.2621 0.4541 -4.2385 2.1 -0.2 1.2 0.136
```
Forces are in eV/Å.